1.
C44H104N4O14 | ωB97M-V with the def2-TZVPD basis set

Computed properties:
E_HOMO = -8.51 eV
E_tot = -3010.70236 a.u.

Last column: Mulliken charge in e.
Element x y z (Å)
O 0.34747 5.38092 -2.70327  -0.659
H 0.75890 5.65343 -1.87691  0.311
H -0.05904 4.51857 -2.50643  0.409
O -2.43840 4.76003 -0.46292  -0.727
H -2.41236 4.57888 -1.40832  0.320
H -2.17795 3.92632 -0.04137  0.348
C -4.51644 -0.93417 6.03265  -1.634
C -3.29915 -0.02663 5.75211  1.050
C -2.08194 -0.56938 6.51193  -1.166
C -1.48399 -1.80623 5.82658  -1.460
C -1.06649 -1.50289 4.39115  0.092
C -2.21501 -0.90490 3.54809  0.976
N -2.94596 0.08172 4.34163  1.245
O -3.91027 0.80763 3.60846  -0.536
C -1.61868 -0.14849 2.34265  0.383
C -3.13471 -2.04523 3.07523  -1.939
C -3.60459 1.35166 6.35015  -1.847
H -4.35540 -1.87697 5.51077  0.317
H -5.44602 -0.50300 5.65852  0.372
H -4.59480 -1.05326 7.11143  0.447
H -1.21797 0.09675 6.59042  0.301
H -2.44717 -0.79689 7.51418  0.555
H -2.25240 -2.58449 5.78059  0.477
H -0.68119 -2.12418 6.49289  0.396
H -0.66145 -2.42962 3.98230  0.731
H -0.30384 -0.71611 4.40146  -1.012
H -1.10639 -0.83969 1.67066  0.584
H -2.32309 0.51493 1.85163  -0.577
H -0.83849 0.49936 2.75534  -0.644
H -2.70067 -2.58007 2.22681  0.482
H -3.27738 -2.77905 3.86947  0.494
H -4.11071 -1.68559 2.74128  0.253
H -2.93180 2.12397 5.96944  0.313
H -3.58382 1.41146 7.43921  0.377
H -4.60166 1.70762 6.07441  0.409
H -4.65655 0.18221 3.56528  0.269
C 5.60678 -2.29712 -4.97870  -1.376
C 5.31722 -0.93032 -5.59372  1.312
C 5.16427 -1.03961 -7.13011  -1.177
C 3.83521 -1.72324 -7.55560  -0.905
C 2.67502 -0.97034 -6.87563  -1.102
C 2.76905 -0.76052 -5.36353  1.557
N 4.13098 -0.26087 -5.05179  1.091
O 4.31921 0.06988 -3.68815  -0.266
C 1.82652 0.34057 -4.91744  -2.051
C 2.47922 -2.06365 -4.59760  -1.603
C 6.56879 -0.02800 -5.42601  -2.043
H 5.04516 -3.03488 -5.56935  0.320
H 5.13741 -2.46487 -4.01079  0.079
H 6.62868 -2.65980 -5.06655  0.439
H 5.29476 -0.10940 -7.68129  0.441
H 5.94315 -1.71377 -7.50243  0.388
H 3.89083 -2.78680 -7.31039  0.338
H 3.63071 -1.73844 -8.62733  0.430
H 1.87267 -1.70980 -6.99123  0.358
H 2.46590 -0.03175 -7.38248  0.460
H 2.14234 1.35076 -5.17470  0.343
H 0.87569 0.21117 -5.44718  0.464
H 1.62626 0.27867 -3.84710  0.278
H 2.92551 -2.92168 -5.09504  0.322
H 2.85925 -2.15655 -3.56971  0.159
H 1.41601 -2.18086 -4.36949  0.511
H 6.81618 -0.02444 -4.36096  0.424
H 6.35895 0.98668 -5.75302  0.393
H 7.40522 -0.53290 -5.90573  0.497
H 3.95881 -0.71581 -3.23817  0.171
C -7.24542 -0.27944 -3.86418  -2.113
C -6.82938 -0.28087 -2.38711  1.552
C -6.91521 -1.76502 -1.92933  -1.317
C -6.22268 -2.02741 -0.59204  -0.769
C -4.77420 -1.54581 -0.65976  -0.693
C -4.60906 -0.09170 -1.12260  2.370
N -5.43415 0.13478 -2.29217  0.301
O -5.28795 1.48354 -2.74717  -0.504
C -4.93748 0.78007 0.08190  -1.005
C -3.13794 0.00871 -1.59188  -2.055
C -7.85199 0.57856 -1.63487  -1.504
H -8.27216 -0.61923 -4.00808  0.399
H -6.61258 -0.83960 -4.55452  0.395
H -7.23710 0.75788 -4.21469  0.482
H -7.96090 -2.03696 -1.76056  0.464
H -6.56131 -2.38587 -2.75230  0.376
H -6.35653 -3.09248 -0.38012  0.493
H -6.69379 -1.57041 0.28336  0.296
H -4.18139 -2.24676 -1.26082  0.597
H -4.28699 -1.71763 0.30613  -0.459
H -5.00111 1.84112 -0.18433  0.467
H -5.88608 0.52571 0.54999  0.208
H -4.16839 0.79726 0.85701  -0.537
H -2.48671 -0.16242 -0.73004  0.092
H -2.91004 -0.66891 -2.41110  0.471
H -2.90862 1.02226 -1.93038  0.587
H -7.89758 1.54225 -2.14793  0.354
H -7.58646 0.70395 -0.58557  0.260
H -8.89365 0.25230 -1.58512  0.389
H -4.95622 1.33835 -3.64020  0.361
C 2.90089 -3.41318 -0.49536  -2.382
C 3.25766 -3.37710 0.99672  2.140
C 4.71773 -3.83546 1.06730  -1.398
C 5.45635 -3.47875 2.35374  -0.684
C 5.14559 -1.99609 2.65056  -1.517
C 3.66286 -1.61386 2.77077  1.694
N 3.11262 -1.98505 1.44027  0.073
O 1.76895 -1.54066 1.36583  0.602
C 3.05756 -2.23901 4.03078  -1.618
C 3.70406 -0.09482 2.91193  -0.747
C 2.35699 -4.40986 1.67909  -1.653
H 3.52962 -2.77554 -1.13080  0.405
H 1.91502 -3.02608 -0.76269  0.242
H 3.08297 -4.39854 -0.92866  0.481
H 4.79156 -4.91587 0.91081  0.456
H 5.35434 -3.46089 0.25843  0.367
H 6.53105 -3.58026 2.22744  0.487
H 5.06523 -4.04840 3.20441  0.291
H 5.57732 -1.56665 1.73837  0.368
H 5.72518 -1.62308 3.49655  0.398
H 3.19069 -3.31321 4.10852  0.403
H 3.54036 -1.77295 4.89101  0.429
H 2.00823 -1.93553 4.10790  0.206
H 2.75174 0.44576 2.90773  -1.673
H 4.27090 0.22133 3.78839  0.547
H 4.21918 0.31689 2.03853  0.393
H 2.45592 -4.53482 2.76071  0.228
H 2.48564 -5.42687 1.31054  0.482
H 1.30902 -4.11741 1.55415  0.337
H 1.30767 -2.00895 2.08463  -0.165
C 0.64777 1.44882 -0.01377  1.552
C 0.39128 2.80802 -0.58318  -0.668
O -0.54739 2.83656 -1.66457  -0.448
O 1.39017 0.67118 -0.94381  -0.052
H -0.27431 0.90152 0.21160  -0.580
H 1.20887 1.48404 0.92631  -0.829
H 1.29428 3.33552 -0.91539  -0.136
H -0.02089 3.45425 0.19842  0.711
H -0.44119 2.00810 -2.15309  0.221
H 1.57945 -0.19035 -0.55691  0.064
C 0.72639 2.07325 3.77847  -0.270
C 1.59538 0.89969 4.24745  0.693
O 2.99443 1.19753 4.07905  -0.564
O 0.72169 2.14365 2.35745  -0.553
H 1.02383 2.99475 4.27718  0.459
H -0.27409 1.72803 4.06300  -0.059
H 1.30995 -0.04599 3.78592  -0.230
H 1.50405 0.85354 5.33678  0.399
H 3.19083 1.06888 3.14215  0.965
H 1.63183 2.22381 2.05178  0.318
C 4.41564 4.47513 -2.64904  -0.693
C 3.80362 3.31901 -3.45243  0.375
O 4.62449 2.94231 -4.55163  -0.715
O 5.62602 4.16008 -2.01006  -0.558
H 3.67566 4.61238 -1.85025  0.247
H 4.34669 5.41760 -3.20101  0.350
H 2.81030 3.68520 -3.73648  0.252
H 3.73363 2.42402 -2.83088  0.013
H 4.48618 2.00587 -4.73784  0.226
H 6.31143 4.16322 -2.68865  0.344
C -3.88289 4.42341 2.42885  -0.783
C -2.69378 3.58581 2.86623  0.633
O -2.08841 2.99880 1.70522  0.313
O -3.56795 5.64600 1.82304  -0.618
H -4.56005 4.64481 3.25202  0.399
H -4.42590 3.80299 1.70343  0.164
H -3.00996 2.82298 3.58624  -0.365
H -1.91425 4.15778 3.38129  0.307
H -1.46848 2.31419 1.97573  -0.448
H -3.06053 5.50141 1.00600  0.450


2.
C44H108N20O12 | ωB97M-V with the def2-TZVPD basis set

Computed properties:
E_HOMO = -7.47 eV
E_tot = -3739.28806 a.u.
Energy above the lowest of the compared OMol25 structures with the same formula, charge and spin = 462.2 kJ/mol

Last column: Mulliken charge in e.
Element x y z (Å)
C -1.94962 0.15324 -0.35452  -0.934
C -0.95768 -0.04448 -1.48871  3.643
C -0.07889 1.19260 -1.36795  -0.879
C 1.16987 1.18390 -2.30182  -1.820
C 1.97860 0.03495 -1.69076  -0.480
C 1.21356 -1.27483 -1.77831  2.503
N -0.12502 -1.21997 -1.14816  1.583
O -0.89053 -2.38661 -1.24670  -0.665
C 1.30016 -1.95187 -3.19211  -2.026
C 2.08356 -2.22060 -0.92127  -0.747
C -1.70826 0.01587 -2.81876  -0.078
H -2.79403 -0.54138 -0.28064  0.550
H -2.46384 1.10729 -0.49896  -0.684
H -1.60460 0.16530 0.68101  -0.350
H -0.63643 2.08209 -1.66688  -1.367
H 0.36793 1.34999 -0.38670  0.545
H 1.58686 2.19176 -2.21931  0.502
H 0.98193 1.11621 -3.37570  0.392
H 2.23924 0.19260 -0.64470  -0.419
H 2.92631 -0.00749 -2.23403  0.653
H 2.33651 -2.02418 -3.51567  0.388
H 0.91535 -2.96769 -3.08575  0.043
H 0.71081 -1.48422 -3.98377  0.261
H 2.22029 -1.82996 0.09675  -0.238
H 1.65434 -3.19866 -0.66562  -0.350
H 3.08203 -2.35947 -1.32857  -0.206
H -1.01301 0.00041 -3.66285  0.084
H -2.00752 1.06752 -2.91421  -0.371
H -2.61987 -0.56220 -2.95293  -0.162
H -0.64900 -2.95150 -0.49250  0.153
C -4.41075 0.87084 1.91075  -1.809
C -4.48413 1.54520 3.26276  1.819
C -5.65535 0.95873 4.05852  -0.889
C -5.46527 1.26568 5.53629  -0.798
C -4.16149 0.64629 6.11276  -1.212
C -2.96581 1.25554 5.37035  1.750
N -3.21387 1.20543 3.94789  0.548
O -2.13116 1.78400 3.24923  -0.410
C -2.81187 2.72890 5.95597  -1.583
C -1.67080 0.50599 5.75741  -2.431
C -4.66131 3.08579 3.13007  -1.923
H -4.04401 -0.13836 2.09370  0.552
H -3.71734 1.53405 1.38217  -0.166
H -5.25551 0.86879 1.21878  0.528
H -6.54588 1.53414 3.77678  0.342
H -5.95049 -0.04924 3.76839  0.413
H -6.27926 0.76834 6.07750  0.467
H -5.54611 2.29250 5.88965  0.310
H -4.12848 -0.43039 5.90598  0.414
H -4.20451 0.72380 7.19763  0.352
H -3.64209 3.02609 6.59746  0.292
H -1.83640 2.83003 6.42047  0.412
H -2.96042 3.40086 5.10908  0.300
H -1.55866 0.29471 6.82168  0.429
H -1.74483 -0.49650 5.32718  0.384
H -0.82907 1.10498 5.41505  0.553
H -5.27660 3.36790 2.27161  0.429
H -3.72482 3.54320 2.79666  0.263
H -4.95271 3.52875 4.07826  0.428
H -1.43985 1.12479 3.09395  -0.031
C -5.01882 5.40053 -1.85908  -1.732
C -4.02056 4.26511 -1.94846  1.518
C -3.64180 3.91921 -3.43424  -1.146
C -2.54614 4.76932 -4.08821  -0.821
C -1.35001 4.85833 -3.20563  -0.470
C -1.65579 5.27623 -1.76958  1.685
N -2.77187 4.48289 -1.21885  1.209
O -2.92751 4.65820 0.17782  -0.533
C -0.42572 4.98898 -0.91851  -2.378
C -2.01530 6.78670 -1.77566  -1.951
C -4.69979 2.98353 -1.41380  -1.489
H -4.73736 6.42436 -2.12141  0.299
H -5.30206 5.50275 -0.80811  0.339
H -5.87309 5.24943 -2.52333  0.439
H -3.49063 2.84308 -3.51930  0.279
H -4.51958 4.16590 -4.03962  0.388
H -3.00348 5.74312 -4.27237  0.380
H -2.24751 4.28716 -5.02104  0.434
H -0.59840 5.56369 -3.56949  0.457
H -0.86984 3.87699 -3.11460  -0.196
H -0.22881 3.91913 -0.97791  0.534
H 0.50259 5.48678 -1.20601  0.403
H -0.53205 5.27250 0.12877  0.522
H -2.56934 7.12188 -2.65205  0.307
H -2.51723 7.14438 -0.87581  0.293
H -1.09700 7.38525 -1.79975  0.509
H -5.58729 2.74150 -1.99876  0.468
H -4.95330 2.99557 -0.34954  0.054
H -4.03944 2.11266 -1.39017  0.216
H -2.28032 4.02620 0.51450  0.277
C 3.51607 1.00869 4.75673  -1.926
C 4.66235 1.61916 3.90010  1.458
C 5.98446 1.04576 4.45484  -1.254
C 7.14252 0.94717 3.46126  -0.931
C 6.70409 0.29093 2.11895  -0.795
C 5.54089 1.08507 1.53495  1.680
N 4.46696 1.14631 2.52436  0.806
O 3.30599 1.75501 1.96211  -0.190
C 6.11434 2.41501 1.00900  -1.844
C 5.04345 0.23084 0.33628  -2.145
C 4.57301 3.17129 3.90984  -1.785
H 3.68306 -0.06425 4.67976  0.631
H 2.56475 1.22996 4.26908  0.240
H 3.45186 1.43078 5.75749  0.305
H 6.19366 1.64398 5.34778  0.413
H 5.84862 0.05478 4.90053  0.431
H 7.99760 0.55953 4.01766  0.456
H 7.43939 1.97963 3.25096  0.312
H 6.37614 -0.71987 2.37662  0.240
H 7.62560 0.27802 1.54079  0.488
H 5.32817 2.98621 0.50477  0.323
H 6.34324 3.06708 1.85038  0.405
H 6.92520 2.24058 0.30638  0.387
H 4.44045 0.94674 -0.22122  0.382
H 5.87363 -0.17746 -0.23625  0.603
H 4.48009 -0.59442 0.77453  0.096
H 5.52558 3.69031 3.75620  0.422
H 4.31262 3.53768 4.90679  0.507
H 3.89891 3.56524 3.15513  0.263
H 2.83844 0.96995 1.64978  -0.079
C 3.24222 -3.09965 -5.96413  0.695
O 3.52504 -3.85016 -5.03243  -0.670
N 4.02442 -2.06306 -6.40646  -0.474
N 2.05153 -3.06733 -6.62146  -0.261
H 3.66020 -1.41492 -7.07166  0.153
H 4.97307 -2.14193 -6.07858  0.241
H 1.85976 -2.54294 -7.45041  0.148
H 1.36704 -3.76463 -6.37495  0.153
C 0.52815 -0.59611 2.97853  0.396
O 0.77709 0.41870 2.32947  -0.189
N 1.17596 -1.03943 4.12339  -0.317
N -0.41642 -1.53349 2.63611  0.226
H 1.34068 -2.03092 4.03475  0.056
H 1.91468 -0.38380 4.37969  0.149
H -0.43370 -2.40671 3.12958  0.198
H -1.08116 -1.32738 1.91268  -0.204
C -1.37335 -4.56931 0.00990  0.675
O -1.35382 -3.38159 0.36537  -0.410
N -0.21897 -5.35359 0.03359  -0.410
N -2.44341 -5.17468 -0.54974  -0.259
H 0.41276 -4.82788 0.63141  0.015
H -0.48591 -6.30920 0.22029  0.327
H -3.33798 -4.71217 -0.71539  0.189
H -2.48039 -6.17873 -0.52218  0.179
C 2.92898 -3.95611 3.63374  0.692
O 1.75759 -4.04996 3.98818  -0.704
N 3.42489 -3.44765 2.45680  0.203
N 3.90382 -4.50460 4.41099  -0.463
H 4.35833 -3.70021 2.18599  0.141
H 2.84811 -3.32922 1.63814  -0.181
H 4.88618 -4.47252 4.23103  0.146
H 3.48523 -4.96959 5.20059  0.253
C 5.37388 -3.96013 -1.42108  0.665
O 6.42222 -3.31669 -1.40127  -0.667
N 5.09125 -4.86117 -0.41741  -0.470
N 4.51454 -4.03257 -2.47466  -0.130
H 4.17036 -5.24976 -0.33272  0.223
H 5.64319 -4.61496 0.38995  0.210
H 4.47764 -3.38171 -3.23939  0.105
H 4.32438 -4.99486 -2.71035  0.199
C 0.40262 -6.27474 -3.88722  0.462
O 0.29594 -6.62064 -5.06058  -0.694
N -0.32112 -6.74484 -2.84638  -0.270
N 1.46602 -5.48843 -3.47848  -0.152
H -1.12190 -7.33519 -2.95733  0.215
H -0.06499 -6.38824 -1.94901  0.194
H 2.13346 -5.22962 -4.18007  0.126
H 1.50492 -5.04587 -2.57835  0.110
C -1.08361 -1.09539 -6.62125  0.674
O 0.12815 -0.98404 -6.79447  -0.555
N -2.00247 -0.23079 -7.21864  -0.544
N -1.64547 -1.93812 -5.73645  -0.244
H -1.57140 0.68346 -7.20574  0.245
H -2.97973 -0.36612 -7.05325  0.189
H -2.56945 -1.79781 -5.38266  0.164
H -1.06820 -2.61771 -5.26495  0.141
C -5.07283 -2.82732 -1.60350  0.473
O -4.74789 -3.56965 -0.65152  -0.835
N -4.24676 -1.77294 -1.89070  0.070
N -6.26838 -2.80895 -2.22432  -0.381
H -3.25598 -1.70646 -1.73650  -0.358
H -4.63983 -1.06820 -2.49364  0.245
H -6.82922 -3.62914 -2.07499  0.276
H -6.46381 -2.05113 -2.84511  0.168